ORCA calculation (ωB97M-V/def2-TZVPD) on a 2-piece molecular cluster, C8H12N5 overall.

HOMO energy (alpha / beta) = -9.7 / -12.5 eV
Total charge = +1
Multiplicity = 3
Energy above the lowest of the compared OMol25 structures with the same formula, charge and spin = 26.3 kcal per mole
Kohn-Sham gap (alpha / beta) = 6.271 / 3.856 eV

The geometry in XYZ format:
```
25
Properties=species:S:1:pos:R:3:forces:R:3
C 2.1891 2.3030 0.3597 0.81 0.87 0.30
C -3.0828 1.3076 -0.3221 0.06 -0.79 1.49
C 3.1056 1.2082 0.2619 -3.18 -1.05 -1.26
C -2.9529 0.7488 0.9930 -1.62 2.48 -0.98
C 0.9636 1.7537 0.0372 -1.86 3.60 0.07
C -2.2191 0.6249 -1.0912 0.71 -1.40 2.64
C -0.1063 -2.1434 0.3604 -0.03 -0.87 2.00
C -0.5609 -1.0562 -0.5597 0.38 -3.07 -0.42
N 2.3471 0.1429 -0.1562 2.63 0.44 1.05
N -2.0608 -0.1428 1.0436 1.90 -2.18 0.51
N 1.0411 0.4889 -0.3485 1.73 0.93 -0.07
N -1.5991 -0.2674 -0.2396 -0.58 1.35 -0.42
N 1.2360 -2.6533 0.0824 0.50 2.23 -2.01
H 2.4433 3.3926 0.5380 -0.41 -1.72 -0.15
H -3.7978 2.0027 -0.5377 -1.50 1.73 -0.94
H 4.1466 1.2117 0.2959 1.51 -0.32 0.27
H -3.5408 1.1168 1.8015 -0.03 -0.27 0.76
H 0.0706 2.5063 -0.0470 1.25 -2.43 0.06
H -2.0146 0.5299 -2.0749 0.47 0.16 -2.99
H -0.6891 -3.0803 0.3840 -1.04 0.68 -0.38
H -0.0625 -1.8851 1.4521 -0.51 0.54 -0.98
H -0.1969 -1.0291 -1.5959 -0.59 -0.12 0.63
H 2.7427 -0.8311 -0.2647 -1.45 1.04 0.13
H 1.2698 -2.7386 -0.9459 0.41 -0.89 0.81
H 1.3283 -3.5107 0.5734 0.43 -0.92 -0.12
```
Positions in Å, forces in eV/Å.



ORCA calculation (ωB97M-V/def2-TZVPD) on a 3-piece molecular cluster, C21H40BN3O12P2S overall.

HOMO energy = -8.6 eV
Kohn-Sham gap = 5.753 eV

The geometry in XYZ format:
```
80
Properties=species:S:1:pos:R:3:forces:R:3
C 1.9762 -5.9145 -1.7871 1.21 -0.18 -0.38
C 1.1459 -6.5806 -2.9975 0.19 -0.03 0.18
B -0.4274 -6.0805 -3.0539 0.21 -0.53 -0.46
O -1.5007 -6.9840 -3.3638 2.34 0.78 0.96
C -0.6405 -4.4707 -2.7730 -1.84 2.71 2.27
C -1.2960 -4.0789 -1.4067 1.16 1.52 -2.60
C -1.5341 -2.5555 -1.0011 0.41 -0.02 -0.72
N -2.1343 -2.0669 0.2173 2.28 1.28 -4.78
S -2.0850 -0.3589 0.0128 1.11 -2.22 -2.08
N -1.3368 -0.0921 -1.5223 -0.36 -5.19 0.76
C -1.0762 -1.4402 -2.0214 -0.49 -0.52 1.25
C -0.4152 -1.8591 -3.3796 0.62 -2.37 -1.06
C 0.0838 -0.7114 -4.3784 -0.39 0.33 0.42
C 1.4311 0.0107 -3.8612 -0.01 -0.02 -0.13
C 2.5560 -0.9941 -3.3003 0.43 -0.23 0.22
C 3.9874 -0.8158 -4.0630 -1.31 1.87 -0.15
N 5.1584 -1.1354 -3.1870 -1.48 -2.95 -0.63
C 5.5262 -2.5560 -3.2123 0.99 -1.51 3.65
C 5.5875 -3.4912 -4.5073 0.14 0.64 -0.09
O 5.8710 -3.0797 -2.0968 -1.16 1.86 -3.96
C -0.1707 -3.3495 -3.8142 -1.58 2.09 3.66
C 0.5016 -3.7611 -5.2100 -1.35 -0.07 -0.16
O 1.9672 -3.8183 -5.1590 -1.99 -0.24 1.90
O 2.3923 -3.4859 -6.4079 0.98 -0.16 -2.81
H 1.6814 -6.2928 -0.7446 0.13 0.68 -1.61
H 1.9792 -4.7606 -1.8269 -0.26 -1.89 0.13
H 3.0805 -6.2303 -1.9329 -1.70 0.54 0.35
H 1.2421 -7.7251 -2.9294 -0.17 1.55 -0.10
H 1.6934 -6.2829 -3.9783 -1.00 -0.36 1.47
H -1.1557 -7.9144 -3.3294 -0.44 1.28 -0.19
H -1.6157 -4.8622 -0.6248 0.60 1.28 -1.61
H 0.2790 -1.0729 -5.4476 -0.40 0.10 1.72
H -0.7657 0.0733 -4.4585 1.44 -1.20 0.20
H 1.8972 0.6035 -4.7417 -0.94 -0.88 1.40
H 1.1234 0.7645 -3.0489 0.62 -1.15 -1.20
H 2.6474 -0.7970 -2.1596 0.17 -0.29 -1.86
H 2.2949 -2.1069 -3.3984 0.04 1.70 0.11
H 3.9447 -1.3982 -5.0446 0.36 0.70 1.45
H 4.0714 0.3116 -4.3295 -0.08 -1.85 0.28
H 4.8086 -0.9812 -2.2159 0.96 -0.10 -0.84
H 4.5572 -3.6232 -5.0073 1.70 0.50 0.66
H 6.3762 -3.0446 -5.2220 -1.50 -0.63 0.85
H 5.9567 -4.5288 -4.2078 -0.52 1.66 -0.05
H 0.2132 -3.0421 -6.0723 0.51 -0.98 1.73
H 0.1597 -4.8091 -5.5795 0.24 1.57 0.96
H 2.2960 -4.2974 -6.9793 0.12 0.77 0.88
C -4.5431 4.8628 4.6693 0.22 0.10 0.55
O -5.0650 5.2121 3.3879 2.98 -1.45 0.19
P -4.6159 4.1359 2.1223 -8.22 2.11 -4.92
O -5.1196 5.0972 1.0549 1.44 -0.04 1.01
O -5.7982 3.0812 2.5491 1.30 -0.70 -0.21
C -7.1275 3.5519 2.6947 -0.34 0.21 0.60
O -4.0714 3.0082 0.9413 1.89 -0.14 3.07
C -2.6531 2.9196 0.8395 0.31 0.15 -0.04
H -5.0054 5.5047 5.4213 0.00 -0.01 -0.15
H -4.7680 3.8195 4.9072 -0.03 -0.02 0.08
H -3.4612 5.0171 4.6812 -0.10 -0.01 0.30
H -7.3097 4.4688 2.1354 0.20 0.04 -0.04
H -7.3315 3.7220 3.7547 -0.09 0.10 -0.07
H -7.8118 2.7804 2.3374 0.25 -0.10 -0.04
H -2.2355 2.5798 1.7920 0.25 -0.08 -0.23
H -2.2418 3.9001 0.5773 0.14 -0.11 -0.02
H -2.4001 2.2044 0.0607 -0.11 0.16 -0.04
C 0.3961 3.9587 8.8386 0.11 -0.17 0.47
O -0.4558 3.9556 7.6953 1.83 2.76 0.77
P 0.1658 4.8194 6.3418 -4.71 -5.87 -6.40
O -1.1766 4.7637 5.6263 0.48 0.93 1.32
O 1.0976 3.5388 5.9149 0.71 1.33 0.01
C 0.5008 2.2588 5.7834 -0.03 -0.58 0.47
O 0.8803 5.7265 5.0663 1.41 0.61 3.34
C 1.1576 7.0833 5.4060 -0.01 0.43 0.04
H -0.0083 3.2634 9.5760 -0.03 0.08 -0.13
H 1.4070 3.6411 8.5695 0.04 -0.04 0.06
H 0.4291 4.9620 9.2722 0.04 -0.16 0.18
H -0.5705 2.3147 5.5938 -0.02 0.19 0.05
H 0.6823 1.6853 6.6955 -0.14 -0.06 -0.07
H 0.9777 1.7353 4.9533 0.12 0.25 0.02
H 1.8730 7.1198 6.2325 0.04 0.28 -0.17
H 0.2287 7.5881 5.6916 0.10 0.12 -0.02
H 1.5851 7.5822 4.5386 -0.03 -0.11 -0.01
```
Positions in Å, forces in eV/Å.



ORCA calculation (ωB97M-V/def2-TZVPD) on C14H11AsF6O4Se2TaTe2 as an isolated structure.

HOMO energy (alpha / beta) = -13.5 / -13.5 eV
Total charge = +2
Multiplicity = 2
Energy above the lowest of the compared OMol25 structures with the same formula, charge and spin = 4.4 kcal per mole
Kohn-Sham gap (alpha / beta) = 5.173 / 5.248 eV

The geometry in XYZ format:
```
41
Properties=species:S:1:pos:R:3:forces:R:3
Ta -2.0196 -0.6675 -0.2792 0.49 0.12 0.38
C -2.2132 -2.7646 1.3850 -0.11 0.01 -0.11
C -2.4527 -3.2060 0.0667 -0.07 0.03 0.17
C -1.4010 -3.2432 -0.8449 0.08 0.03 -0.08
C -0.1241 -2.7931 -0.4711 -0.11 -0.03 -0.01
C 0.1154 -2.4010 0.8447 -0.07 0.01 0.04
C -0.9271 -2.3932 1.7736 0.09 0.09 0.00
H -3.0164 -2.7652 2.1099 -0.01 0.00 -0.01
H -3.4442 -3.5327 -0.2216 0.01 -0.01 -0.03
H -1.5815 -3.5804 -1.8545 0.03 0.00 -0.04
H 0.6768 -2.7835 -1.1969 0.01 0.00 -0.04
H 1.1013 -2.0639 1.1390 0.00 -0.01 -0.01
H -0.7485 -2.0619 2.7885 0.00 0.02 0.00
Se -4.2810 -0.2801 0.8242 -0.11 -0.03 -0.19
Te -4.2597 1.3114 3.2708 0.10 0.14 -0.01
Te -3.4023 3.3745 2.1562 -0.04 -0.07 0.04
Se -3.5619 1.2906 -0.6850 -0.12 -0.15 0.17
F -2.6589 -1.3017 -2.1718 0.27 0.16 -0.37
As -1.4861 -0.4510 -3.5950 -0.11 -0.06 0.20
F -0.4796 -1.7828 -3.2663 -0.02 0.07 0.18
F -0.8666 0.1856 -1.8682 -0.18 -0.25 -0.18
F -0.3092 0.4189 -4.3916 0.01 0.01 0.01
F -2.5956 0.8173 -3.5002 0.06 -0.05 0.09
F -2.3093 -1.2646 -4.7951 -0.07 0.02 0.00
O -0.7714 1.1573 2.8618 0.01 -0.25 0.02
C -0.1898 1.0103 1.8349 -0.06 0.37 -0.10
O -0.9018 0.2771 0.8129 -0.17 -0.03 -0.13
C 1.1123 1.4728 1.4154 0.03 -0.12 -0.03
C 1.8748 2.1262 2.3870 0.03 0.00 0.03
C 3.1496 2.6001 2.1081 0.00 0.01 0.00
C 3.6151 2.3941 0.8279 0.00 -0.01 0.00
O 4.7981 2.7528 0.3211 0.00 0.00 -0.01
C 4.8053 2.3604 -1.0619 0.00 0.00 -0.01
O 3.5650 1.6797 -1.3041 0.00 0.01 0.00
C 2.8573 1.7434 -0.1520 -0.02 0.00 0.01
C 1.6038 1.2724 0.1017 0.02 -0.02 -0.01
H 1.4566 2.2565 3.3755 0.00 0.00 0.00
H 3.7494 3.1046 2.8512 0.00 0.00 0.00
H 5.6367 1.6812 -1.2366 0.00 0.00 0.00
H 4.8639 3.2509 -1.6857 0.00 0.00 0.00
H 1.0202 0.7980 -0.6744 0.07 0.02 0.05
```
Positions in Å, forces in eV/Å.



no.,energy (a.u.),F_max (eV/Å)
1,-585.33355,4.1
2,-2996.63043,9.9
3,-9071.54964,0.6